Record 1
A molecular structure, C9H10FI2N2O, computed with ωB97M-V with the def2-TZVPD basis set.

Last column: natural (NBO) charge in e.
Cartesian coordinates (Å):
C -0.10176 -1.96673 -2.98031  0.20
C -0.90335 -2.23508 -0.87949  -0.04
C -0.18601 -1.33224 -1.79769  0.00
C -1.13844 -1.79159 0.39174  0.09
C 0.31922 0.77355 0.94108  0.40
C -1.23935 -3.34189 -1.71283  -0.13
C 0.83495 2.10062 0.52935  -0.68
C 0.22472 0.54919 2.40744  -0.68
C -1.87229 -2.00373 1.59708  0.02
N 0.11534 -0.09577 -1.25479  -0.41
N -0.17424 -0.05962 0.11057  -0.15
O -0.66905 -3.16904 -2.97274  -0.42
F -1.22978 -1.86469 2.75809  -0.35
I -3.49100 -0.60744 1.87652  0.19
I -2.48094 -4.13129 1.57559  0.25
H 0.45310 -1.62300 -3.89563  0.24
H -1.02524 -4.39136 -1.33929  0.27
H -2.43263 -3.28426 -1.91255  0.26
H 0.41095 2.92374 1.03221  0.26
H 1.88278 2.08351 0.51918  0.26
H 0.54130 2.34713 -0.45707  0.22
H 0.94465 -0.32923 2.48224  0.26
H 0.69715 1.36553 2.95855  0.25
H -0.72782 0.23011 2.80986  0.27
H -0.21609 0.68439 -1.73494  0.40

## Properties
frontier orbital gap: 7.4 eV
HOMO: -11.872 eV
net charge: +1
max |F|: 0.10664 hartree/bohr
energy relative to the best compared isomer or geometry (same formula, charge and spin): 0.00 kcal/mol
lowest unoccupied orbital energy: -4.52 eV



Record 2
A single C9H10FN3 molecule, computed with ωB97M-V with the def2-TZVPD basis set.

Last column: natural (NBO) charge in e.
Cartesian coordinates (Å):
C 3.87071 0.49755 -0.94423  -0.31
C 4.25091 1.47180 0.08060  -0.02
C 2.67030 0.00180 -0.47656  -0.01
C -1.31759 1.12946 -0.47782  -0.26
C -0.49556 2.16472 -0.32790  0.22
C 1.26422 0.56390 1.44068  0.33
C -0.98766 -0.55226 1.31557  -0.03
C -1.93974 0.46605 0.81842  -0.30
C -3.33062 0.01931 0.40099  -0.60
N 3.30903 1.57428 1.00479  -0.22
N 0.26694 -0.18321 1.41122  -0.32
N 2.38124 0.64798 0.64410  -0.25
F 0.10279 2.82968 -1.32960  -0.33
H 4.37109 0.03117 -1.66373  0.21
H 5.19561 1.96973 -0.06410  0.22
H 2.15217 -0.82939 -0.76092  0.22
H -1.44567 0.66725 -1.37664  0.20
H -0.24714 2.47613 0.66378  0.17
H -1.20887 -1.60351 1.66377  0.22
H -1.97378 1.35169 1.37368  0.22
H -3.21531 -1.01410 -0.05728  0.21
H -3.85750 0.76477 -0.26924  0.23
H -4.00726 0.01342 1.25644  0.22

## Properties
frontier orbital gap (alpha / beta): 8.5 / 8.5 eV
HOMO (alpha / beta): -8.025 / -8.026 eV
max |F|: 0.10711 hartree/bohr
energy relative to the best compared isomer or geometry (same formula, charge and spin): 0.00 kcal/mol
lowest unoccupied orbital energy (alpha / beta): 0.48 / 0.48 eV



Record 3
A molecular structure, C9H10FeN2O4S5, computed with ωB97M-V with the def2-TZVPD basis set.

Last column: natural (NBO) charge in e.
Cartesian coordinates (Å):
Fe -1.15742 -0.08976 -0.48122  1.16
C 3.93347 -0.25355 0.85334  -0.67
C 2.48511 -0.13123 0.38716  0.15
N 2.08362 -0.05872 -0.85407  -0.08
O 3.09113 -0.19015 -1.78901  -0.56
C 1.47181 -0.05688 1.39285  0.02
C 1.73900 0.28025 2.82784  -0.65
N 0.21113 -0.22602 1.00871  -0.07
O -0.78344 -0.05674 1.86592  -0.58
H 4.67197 -0.41390 0.04902  0.18
H 4.03232 -1.07845 1.55734  0.22
H 4.22576 0.65964 1.37429  0.23
H 3.93725 -0.42900 -1.31317  0.42
H 2.78949 0.26094 3.08421  0.18
H 1.20441 -0.41695 3.46902  0.23
H 1.33844 1.26599 3.05871  0.23
S -5.44686 5.79936 -1.17406  -0.42
C -4.40379 4.46204 -1.18492  -0.71
S -2.69057 4.59015 -0.81313  0.35
C -2.33132 2.88163 -0.91656  -0.37
C -3.42028 2.03506 -1.20086  -0.38
S -3.33748 0.33630 -1.36569  -0.16
S -4.97047 2.81005 -1.40195  0.35
S -0.72308 2.38278 -0.65520  -0.21
C -1.07962 -4.12694 -1.26647  -0.71
C -1.21484 -2.64017 -0.92569  0.76
O -1.78539 -2.32099 0.11895  -0.73
O -0.72457 -1.80927 -1.72011  -0.77
H -2.04919 -4.60528 -1.19446  0.21
H -0.42925 -4.59496 -0.53452  0.21
H -0.66735 -4.26523 -2.25628  0.20

## Properties
frontier orbital gap (alpha / beta): 3.4 / 5.9 eV
HOMO (alpha / beta): 0.846 / -1.643 eV
net charge: -2
max |F|: 0.04687 hartree/bohr
2S+1: 5
⟨S²⟩: 6.110
energy relative to the best compared isomer or geometry (same formula, charge and spin): 35.34 kcal/mol
lowest unoccupied orbital energy (alpha / beta): 4.26 / 4.26 eV



Record 4
A molecular structure, C9H10HgN2O4, computed with ωB97M-V with the def2-TZVPD basis set.

Last column: natural (NBO) charge in e.
Cartesian coordinates (Å):
Hg 0.88724 0.27660 -1.49970  0.72
O -2.15293 -2.77286 -1.25088  -0.44
C -1.39107 -1.92634 -1.11677  0.47
C 1.41025 1.94440 1.11604  0.46
O 1.82001 2.69462 1.87829  -0.44
C -1.77121 1.79940 -0.89034  0.46
O -2.66588 2.49469 -0.98674  -0.43
C 1.93486 -1.75318 0.60921  0.46
O 2.58686 -2.52887 1.13088  -0.43
C 2.14737 0.31292 -4.37625  -0.38
H 2.59293 -0.68788 -4.55040  0.23
H 1.30976 0.53895 -5.06960  0.23
C 2.87411 1.31220 -3.80653  -0.35
H 2.65021 2.37408 -4.01308  0.23
H 3.92195 1.15377 -3.49932  0.23
C -3.74309 -1.36465 3.92081  -0.44
N -2.43147 -0.78596 3.96719  -0.08
C -1.87795 -0.45347 5.24961  -0.45
C -1.74862 -0.56820 2.84396  0.39
N -1.16432 -0.38112 1.85738  -0.11
H -4.06408 -1.43163 4.96950  0.26
H -3.71446 -2.35222 3.43270  0.29
H -4.42134 -0.73868 3.31861  0.29
H -0.93213 -0.99389 5.42501  0.29
H -1.63832 0.62174 5.31050  0.29
H -2.64947 -0.74014 5.98001  0.26

## Properties
frontier orbital gap (alpha / beta): 7.2 / 3.8 eV
HOMO (alpha / beta): -16.276 / -15.143 eV
net charge: +2
max |F|: 0.06151 hartree/bohr
energy relative to the best compared isomer or geometry (same formula, charge and spin): 1.22 kcal/mol
lowest unoccupied orbital energy (alpha / beta): -9.06 / -11.33 eV



Record 5
A molecular structure, C9H10N, computed with ωB97M-V with the def2-TZVPD basis set.

Last column: Löwdin charge in e.
Cartesian coordinates (Å):
C 1.91759 -1.22011 0.01539  0.01
C 1.37226 -1.70842 1.14782  0.22
C -1.28036 0.54692 0.04940  -0.03
C 2.35921 -0.26567 -0.99208  -0.02
C 0.90744 0.09660 -0.94658  0.01
C 0.57552 -0.69895 0.59727  -0.05
C 0.19848 0.70175 0.22762  -0.35
C 0.78291 1.85379 1.01050  0.03
C -2.80095 -1.32017 -0.09150  -0.06
N -1.55362 -0.68509 0.04964  0.01
H -1.97635 1.37262 -0.05875  0.16
H 3.07122 0.45947 -0.60118  0.15
H 2.71586 -0.67681 -1.93355  0.15
H 0.28940 -0.34573 -1.71837  0.16
H 0.93708 2.70755 0.35348  0.11
H 1.73423 1.58370 1.46328  0.10
H 0.10146 2.14097 1.80824  0.10
H -2.77842 -1.93820 -0.99190  0.10
H -3.63578 -0.61557 -0.14910  0.10
H -2.93715 -1.98864 0.76039  0.10

## Properties
frontier orbital gap: 8.8 eV
HOMO: -13.513 eV
net charge: +1
max |F|: 0.02747 hartree/bohr
energy relative to the best compared isomer or geometry (same formula, charge and spin): 179.70 kcal/mol
lowest unoccupied orbital energy: -4.71 eV



Record 6
A molecular structure, C9H10N2, computed with ωB97M-V with the def2-TZVPD basis set.

Last column: natural (NBO) charge in e.
Cartesian coordinates (Å):
C 0.09125 -2.46680 1.66812  0.23
C 1.57077 2.31354 -0.71215  -0.27
C 1.25438 1.83318 -1.93640  -0.29
C 0.85864 1.58618 0.21265  -0.08
C 0.38236 0.78202 -1.76842  -0.06
C -1.07124 -0.20452 1.62259  -0.43
C 0.23689 -1.11182 1.72374  -0.38
C -0.69288 -0.33075 0.17179  0.35
C -1.30978 -1.44346 -0.65531  -0.66
N 0.03074 -3.60735 1.68554  -0.34
N 0.11233 0.63491 -0.42998  -0.37
H 2.23480 3.11604 -0.53679  0.22
H 1.72514 2.31816 -2.79332  0.23
H 0.84437 1.74735 1.21488  0.20
H -0.06409 0.20418 -2.53688  0.22
H -2.11612 -0.39767 1.83930  0.24
H -1.00487 0.81056 1.86405  0.22
H 1.11388 -0.49103 1.79606  0.26
H -1.84330 -2.13970 -0.01391  0.24
H -0.42673 -1.93619 -0.94486  0.24
H -1.92653 -1.21683 -1.47071  0.24

## Properties
frontier orbital gap: 8.6 eV
HOMO: -8.234 eV
max |F|: 0.10992 hartree/bohr
energy relative to the best compared isomer or geometry (same formula, charge and spin): 86.21 kcal/mol
lowest unoccupied orbital energy: 0.36 eV



Record 7
2 unconnected molecules or ions with the total composition C9H10N2, computed with ωB97M-V with the def2-TZVPD basis set.

Last column: natural (NBO) charge in e.
Cartesian coordinates (Å):
C 2.63506 0.68404 0.54041  -0.23
C 2.03008 1.43519 -0.46729  -0.21
C 2.03005 -0.43931 1.00635  -0.21
C 0.79072 1.11548 -0.99436  -0.23
C 0.85970 -0.82338 0.54578  0.00
C 0.19247 -0.01627 -0.39575  -0.09
C -0.32842 -1.75754 0.55856  -0.45
C -0.97388 -0.87135 -0.40688  0.15
C -2.16588 -1.02642 -1.31042  -0.66
N -1.84963 1.90930 0.89778  -0.33
N -1.92503 0.85046 1.44054  -0.01
H 3.49792 1.16289 0.95956  0.21
H 2.74114 2.24396 -0.81841  0.21
H 2.51297 -1.14085 1.71733  0.21
H 0.20095 1.73381 -1.81700  0.22
H -0.25779 -2.76047 0.26707  0.21
H -0.86051 -1.69754 1.50090  0.22
H -2.11051 -0.21313 -2.03090  0.23
H -3.07222 -1.17240 -0.82270  0.23
H -2.04332 -1.94171 -1.97342  0.22
H -1.90389 2.72523 1.60283  0.33

## Properties
frontier orbital gap (alpha / beta): 7.1 / 8.5 eV
HOMO (alpha / beta): -6.694 / -8.441 eV
max |F|: 0.09541 hartree/bohr
energy relative to the best compared isomer or geometry (same formula, charge and spin): 125.10 kcal/mol
lowest unoccupied orbital energy (alpha / beta): 0.39 / 0.10 eV



Record 8
A single C9H10N2O molecule, computed with ωB97M-V with the def2-TZVPD basis set.

Last column: natural (NBO) charge in e.
Cartesian coordinates (Å):
N 3.16608 -1.00947 -0.04153  -0.84
C 1.88073 -0.47103 0.37346  -0.14
C 0.73778 -1.19303 -0.36336  -0.42
C -0.57457 -0.51185 -0.16368  -0.09
C -1.77342 -1.21905 -0.10497  -0.17
C -3.00286 -0.54153 0.05692  -0.23
C -3.01598 0.83011 0.11829  -0.20
C -1.85303 1.56664 -0.00435  -0.27
C -0.63324 0.88017 -0.11570  0.24
N 0.59120 1.57428 -0.17749  -0.63
C 1.84779 1.02151 -0.00968  0.68
O 2.86284 1.71002 -0.08236  -0.61
H 3.50943 -1.68068 0.68617  0.36
H 3.81734 -0.20444 -0.08529  0.39
H 1.68908 -0.45792 1.47513  0.20
H 0.68934 -2.22616 -0.02776  0.22
H 1.01588 -1.19914 -1.41841  0.23
H -1.75378 -2.29387 -0.15276  0.21
H -3.93151 -1.12869 0.12259  0.22
H -3.97725 1.34325 0.22253  0.22
H -1.87495 2.67277 0.06588  0.22
H 0.58309 2.53813 -0.37366  0.41

## Properties
frontier orbital gap: 9.4 eV
HOMO: -8.593 eV
max |F|: 0.03027 hartree/bohr
energy relative to the best compared isomer or geometry (same formula, charge and spin): 2.65 kcal/mol
lowest unoccupied orbital energy: 0.84 eV